A cluster of 2 separate species, C3H7N3O2 in total in a non-equilibrium geometry. Source: OMol25; level of theory: wB97M-V/def2-TZVPD.

Properties
Spin multiplicity ... 1
Kohn-Sham gap ... 0.321 hartree
E_LUMO ... -0.0010 hartree
Relative energy (zero: lowest compared OMol25 entry of this formula, charge and spin) ... 662.9 kJ/mol

Each line ends with the natural charge from an NBO analysis.
Element x y z (Å)
C 1.929 0.463 0.328  -0.130
C 0.575 0.543 -0.081  0.388
C -1.528 -1.082 -0.203  0.182
H 2.998 -0.722 -0.783  0.471
H 1.984 0.510 1.435  0.211
H 2.524 1.305 -0.236  0.208
H -0.808 1.540 -0.813  0.355
H 0.354 -1.465 0.049  0.403
H -1.711 -2.040 -0.615  0.192
H -3.655 0.578 1.004  0.487
N 0.109 1.644 -0.370  -0.643
N -0.174 -0.675 -0.117  -0.656
N -2.650 -0.577 0.074  -0.208
O 2.622 -0.783 0.118  -0.721
O -2.568 0.760 0.210  -0.541

---

The molecule C3H7N3O3 in a non-equilibrium geometry. Source: OMol25; level of theory: wB97M-V/def2-TZVPD.

Properties
Spin multiplicity ... 1
Kohn-Sham gap (alpha / beta) ... 0.265 / 0.265 hartree
E_LUMO (alpha / beta) ... -0.0496 / -0.0498 hartree
Relative energy (zero: lowest compared OMol25 entry of this formula, charge and spin) ... 493.8 kJ/mol

Each line ends with the natural charge from an NBO analysis.
Element x y z (Å)
C -1.100 -1.155 0.535  0.056
C 0.079 -0.652 -1.415  0.873
C -0.107 0.140 0.046  0.039
N 1.520 1.191 1.212  -0.454
N -0.669 1.451 -0.099  -0.894
O -0.620 -2.154 -0.188  -0.763
O 1.274 -1.235 -1.628  -0.687
N 1.050 0.085 0.776  -0.001
O -0.639 -0.246 -2.289  -0.598
H 1.431 -1.806 -0.857  0.513
H 2.349 1.145 1.788  0.404
H 1.005 2.053 0.988  0.413
H -0.812 1.689 -1.075  0.412
H -1.570 1.538 0.357  0.385
H -1.104 -1.284 1.632  0.149
H -2.086 -0.761 0.216  0.153

---

A cluster of 2 separate species, C3H7N3O3S in total in a non-equilibrium geometry. Source: OMol25; level of theory: wB97M-V/def2-TZVPD.

Properties
Spin multiplicity ... 1
Kohn-Sham gap ... 0.343 hartree
E_LUMO ... -0.0036 hartree
Relative energy (zero: lowest compared OMol25 entry of this formula, charge and spin) ... 169.0 kJ/mol

Each line ends with the natural charge from an NBO analysis.
Element x y z (Å)
C 0.782 2.268 -0.175  0.170
C -2.041 -1.215 0.626  -0.590
C 2.160 1.750 -0.626  -0.681
N -2.672 -0.864 -1.650  0.093
N -2.415 -1.141 -0.595  0.097
N -0.367 2.051 -0.687  -0.632
O 0.230 -1.255 -0.454  -0.920
O 0.158 -1.446 2.039  -0.941
O -0.452 -3.306 0.786  -0.911
S -0.392 -1.722 0.751  2.379
H 0.979 3.154 0.404  0.147
H -2.590 -1.121 1.478  0.260
H 1.992 0.862 -1.165  0.223
H 2.716 1.685 0.265  0.219
H 2.604 2.600 -1.275  0.222
H -0.410 1.417 -1.409  0.332
H -0.281 -3.718 1.687  0.533